Entry 1:
Entry from the Open Molecules 2025 dataset: a cluster of 10 separate species, C35H70N8O18S2 in total (wB97M-V/def2-TZVPD).

Geometry (Å):
1 C -6.72142 15.56936 13.62490
2 N -6.77074 16.54613 14.74702
3 C -5.62276 17.23756 15.08686
4 C -5.76089 18.14055 16.11375
5 C -6.94991 18.45520 16.81188
6 C -8.03527 17.64870 16.55446
7 C -7.91612 16.69798 15.46599
8 C -7.06585 19.65276 17.75534
9 C -6.59134 20.92765 17.43403
10 C -6.57555 22.02706 18.38346
11 N -7.38377 21.82105 19.46683
12 C -7.89939 20.61771 19.81658
13 C -7.74034 19.53526 18.98094
14 C -7.49556 22.89027 20.47194
15 H -7.03671 14.62386 14.06619
16 H -5.70222 15.51474 13.24235
17 H -7.42387 15.85515 12.84196
18 H -4.77094 16.97359 14.47765
19 H -4.92455 18.65858 16.55937
20 H -8.96152 17.99032 16.99235
21 H -8.73084 16.12051 15.05470
22 H -6.15517 21.09767 16.46076
23 H -6.34919 23.03691 18.07465
24 H -8.44562 20.60027 20.74810
25 H -8.27290 18.65736 19.31573
26 H -7.76783 22.43825 21.42569
27 H -8.26824 23.59066 20.15488
28 H -6.48758 23.30505 20.46690
29 C -11.25159 25.25165 24.74076
30 C -11.69089 23.90502 24.25809
31 O -12.86889 23.52956 24.25477
32 N -10.59334 23.00310 23.61899
33 H -9.81034 23.64031 23.64985
34 H -10.36992 22.21272 24.20676
35 C -10.88892 22.74546 22.10429
36 H -11.53059 25.62002 25.72796
37 H -11.76153 25.94052 24.06732
38 H -10.18317 25.40880 24.59286
39 H -10.84307 23.65092 21.49918
40 H -11.83622 22.20694 22.07752
41 H -9.98648 22.17462 21.88558
42 C -10.50840 30.17343 24.85449
43 C -10.41478 28.71210 25.45028
44 O -11.19849 28.22274 26.30687
45 O -9.39031 28.08864 25.08686
46 H -10.04387 30.27083 23.87326
47 H -10.04596 30.95641 25.45548
48 H -11.52797 30.54513 24.95651
49 S -8.98956 19.47917 24.03643
50 O -8.08972 20.15618 23.10162
51 O -10.16223 20.34630 24.14273
52 O -9.36931 18.08753 23.70039
53 O -8.02161 19.48382 25.10751
54 S -6.78738 23.09084 24.36340
55 O -5.89242 24.08085 24.98007
56 O -7.91942 23.74116 23.73214
57 O -6.08158 22.18068 23.44659
58 O -7.16712 22.11529 25.33040
59 O -10.45168 24.00264 18.71789
60 C -9.90366 24.89096 18.03080
61 N -10.18223 26.13355 18.32094
62 C -9.16594 24.55717 16.76986
63 H -10.02875 26.97385 17.78202
64 H -10.70619 26.16723 19.18374
65 H -8.12361 24.69233 17.05864
66 H -9.44612 25.13925 15.89192
67 H -9.20994 23.49619 16.52395
68 O -9.41862 25.69699 21.43361
69 C -9.10192 26.60271 22.10645
70 N -8.28149 26.43736 23.15933
71 C -9.66348 27.96100 21.95922
72 H -8.33781 27.09209 23.92630
73 H -7.94064 25.50851 23.36226
74 H -9.42360 28.44582 21.01291
75 H -9.26025 28.72602 22.62273
76 H -10.73848 27.90805 22.13147
77 O -10.58747 20.05736 20.10882
78 C -11.36729 19.18256 20.56921
79 N -11.64773 19.23416 21.85602
80 C -12.04748 18.14129 19.75374
81 H -11.19029 19.92485 22.43378
82 H -11.97745 18.34682 22.20818
83 H -11.80999 18.39659 18.72102
84 H -13.12328 18.03589 19.89391
85 H -11.61427 17.16309 19.96241
86 C -14.03810 25.33447 27.17049
87 O -13.78979 24.82317 28.50410
88 C -14.98974 24.33753 29.02192
89 C -15.82359 23.27478 28.21324
90 N -15.25002 21.93290 28.17955
91 C -16.08321 20.95339 27.43893
92 C -15.73836 20.80602 25.89626
93 O -14.66653 19.93960 25.85082
94 C -14.39943 19.32497 24.54935
95 H -14.97298 25.85915 26.97346
96 H -14.14734 24.55147 26.42010
97 H -13.28321 26.04675 26.83749
98 H -15.69174 25.13564 29.26339
99 H -14.65456 23.90238 29.96341
100 H -16.22012 23.59217 27.24881
101 H -16.70050 23.29283 28.86039
102 H -14.81586 21.58821 29.02382
103 H -17.13485 21.21404 27.55820
104 H -16.03277 20.02070 28.00076
105 H -15.57688 21.78443 25.44380
106 H -16.59261 20.38279 25.36782
107 H -13.97396 19.96825 23.77911
108 H -15.33842 18.99753 24.10305
109 H -13.86052 18.40343 24.76942
110 C -19.68384 34.59361 22.40906
111 O -18.29348 34.29256 22.44773
112 C -18.00091 33.36374 23.54205
113 C -16.63579 32.66347 23.23021
114 N -16.81463 31.52131 22.28415
115 C -15.50375 30.94515 21.86282
116 C -14.76893 30.24452 22.88827
117 O -15.19830 28.96407 23.32008
118 C -14.17316 28.21522 24.01771
119 H -19.83425 35.42000 23.10373
120 H -20.28064 33.75251 22.76186
121 H -19.97483 34.92243 21.41141
122 H -18.69523 32.53342 23.67085
123 H -17.90771 34.02327 24.40486
124 H -16.26517 32.22237 24.15550
125 H -15.90859 33.38711 22.86193
126 H -17.34537 31.61955 21.43048
127 H -14.90443 31.78014 21.49991
128 H -15.52842 30.25989 21.01553
129 H -14.76953 30.81447 23.81739
130 H -13.73292 30.19080 22.55377
131 H -13.52683 28.81487 24.65863
132 H -13.40987 27.66870 23.46382
133 H -14.64431 27.55339 24.74442

Atoms 1-3, force components in eV/Å:
-0.5 0.8 1.6
1.1 -0.8 -1.8
-1.2 1.0 1.5

## Properties
E_tot (a.u.): -3964.00754
Highest occupied orbital energy (eV): -0.8
HOMO-LUMO gap (eV): 1.89
Total charge: -2

=====

Entry 2:
Entry from the Open Molecules 2025 dataset: a structure of composition C35H71BClIN3O23S5 (wB97M-V/def2-TZVPD).

Geometry (Å):
1 C -2.37109 -3.59163 -4.81452
2 C -3.52121 -2.90214 -3.86541
3 C -4.81028 -2.37381 -4.71195
4 C -4.97440 -0.75214 -4.74564
5 C -3.57001 0.06252 -4.88178
6 C -2.71559 -0.31746 -6.22196
7 C -1.12260 -0.44061 -5.80192
8 C -0.14863 -0.76148 -7.06824
9 C 1.21987 -1.55205 -6.59695
10 C 2.20158 -0.40653 -5.98224
11 C 3.40303 -1.01519 -5.03564
12 C 2.82100 -1.21381 -3.53201
13 C 3.50291 -0.28704 -2.39470
14 C 3.24221 1.30175 -2.52816
15 C 1.64992 1.71283 -2.74353
16 C 1.07457 2.34800 -1.37020
17 C -0.13417 3.45181 -1.57018
18 N -0.54437 3.65825 -2.99982
19 O -1.35320 3.14100 -0.83517
20 C -1.08185 2.99496 0.62104
21 C -2.52319 2.69731 1.28212
22 C -3.24556 1.32225 0.84150
23 O -3.10850 0.15729 1.36941
24 I -4.69083 1.46710 -0.84173
25 C 0.13928 2.00147 0.96319
26 Cl 1.48487 3.17896 1.61999
27 B 0.02350 1.06028 2.28473
28 O 0.94403 -0.11450 2.32566
29 N -0.80344 1.23119 3.51225
30 C -0.74578 0.02064 4.42264
31 C -0.44427 2.43436 4.33447
32 N 0.75294 1.32597 -0.27081
33 C 0.13566 0.06224 -0.74032
34 C -1.13826 0.12110 -1.73608
35 H -2.53683 -3.22729 -5.91437
36 H -1.31835 -3.28325 -4.44022
37 H -2.42095 -4.75811 -4.78478
38 H -3.06473 -2.08324 -3.16118
39 H -3.91749 -3.76227 -3.16453
40 H -4.79825 -2.85297 -5.78378
41 H -5.76388 -2.80409 -4.17710
42 H -5.75717 -0.47384 -5.57411
43 H -5.44525 -0.43741 -3.72703
44 H -3.83968 1.19413 -4.96126
45 H -2.90784 -0.05563 -3.92914
46 H -3.09603 -1.28909 -6.73507
47 H -2.87006 0.55090 -6.97233
48 H -0.82263 0.61714 -5.41389
49 H -0.95179 -1.19485 -4.93623
50 H 0.21760 0.27281 -7.47733
51 H -0.68386 -1.28172 -7.96008
52 H 0.97873 -2.41591 -5.83847
53 H 1.63053 -2.06775 -7.55406
54 H 2.71827 0.12722 -6.86846
55 H 1.52349 0.30488 -5.35235
56 H 3.61612 -2.08746 -5.47119
57 H 4.38896 -0.41485 -5.09986
58 H 3.06205 -2.32823 -3.23581
59 H 1.65966 -1.15812 -3.58188
60 H 4.65477 -0.47590 -2.42720
61 H 3.17278 -0.60077 -1.30892
62 H 3.72902 1.89718 -1.63677
63 H 3.84473 1.65932 -3.47511
64 H 1.71754 2.54461 -3.57567
65 H 1.03521 0.86320 -3.21556
66 H 1.98361 3.03693 -1.06183
67 H 0.21554 4.50913 -1.17987
68 H 0.11481 4.35304 -3.40186
69 H -1.46313 4.16658 -2.95474
70 H -0.82584 4.09981 0.94690
71 H -3.22894 3.55944 0.89464
72 H -2.55925 2.82897 2.45152
73 H 1.80900 0.21594 2.72363
74 H -1.07417 -0.95082 3.86801
75 H 0.32383 -0.05307 4.87323
76 H -1.49334 0.16485 5.31670
77 H 0.57630 2.38120 4.87693
78 H -1.26270 2.60879 5.15809
79 H -0.50149 3.38102 3.63777
80 H 1.71817 1.06354 0.07713
81 H 0.97255 -0.52170 -1.33586
82 H -0.16071 -0.72504 0.06212
83 H -0.99567 -0.76369 -2.50367
84 H -1.23427 1.06815 -2.38785
85 H -2.14485 -0.15486 -1.19266
86 C 1.60211 4.14297 8.52451
87 C 0.68249 4.21737 9.73638
88 O -0.58444 4.62117 9.21727
89 S -0.75693 4.02075 7.71590
90 O -1.52894 2.81002 7.80148
91 O -1.09297 5.10113 6.82976
92 O 0.79793 3.61366 7.46972
93 H 1.94273 5.13857 8.22631
94 H 2.46792 3.50183 8.70238
95 H 1.03691 4.92817 10.48466
96 H 0.55964 3.23329 10.19947
97 C 4.11735 7.52809 4.25914
98 C 3.15835 8.28001 5.17338
99 O 2.90991 7.39215 6.26202
100 S 4.24080 6.49576 6.52909
101 O 4.98313 7.10176 7.60121
102 O 3.86412 5.10930 6.52615
103 O 5.00393 6.82884 5.13203
104 H 3.58563 6.78993 3.65094
105 H 4.67718 8.20054 3.60591
106 H 2.22616 8.54479 4.67152
107 H 3.62450 9.18507 5.57526
108 C 8.13707 4.49397 10.16019
109 C 7.38025 4.70528 8.85522
110 O 6.65965 3.49253 8.64183
111 S 6.25095 2.85947 10.08341
112 O 4.89634 3.24583 10.37624
113 O 6.70027 1.49620 10.12444
114 O 7.24542 3.76181 11.00102
115 H 9.03324 3.88620 10.00267
116 H 8.41763 5.43787 10.63204
117 H 8.04718 4.90995 8.01595
118 H 6.65314 5.51809 8.94828
119 C -4.05770 -8.20718 -1.02358
120 C -3.87004 -6.81212 -0.43817
121 O -3.48500 -5.99452 -1.54080
122 S -4.19988 -6.55777 -2.89171
123 O -5.38545 -5.77776 -3.13122
124 O -3.18583 -6.76578 -3.88853
125 O -4.65380 -8.00617 -2.30512
126 H -3.09454 -8.70620 -1.17075
127 H -4.69889 -8.83324 -0.39966
128 H -3.10882 -6.78758 0.34367
129 H -4.81209 -6.42152 -0.04070
130 C -3.00168 -10.42676 -6.13580
131 C -4.35763 -11.11096 -6.01593
132 O -4.46118 -11.49304 -4.64594
133 S -3.66920 -10.40122 -3.72944
134 O -4.63210 -9.45505 -3.21140
135 O -2.73647 -11.10306 -2.89032
136 O -2.84461 -9.67850 -4.92987
137 H -2.19266 -11.16166 -6.18816
138 H -2.94820 -9.76609 -7.00358
139 H -4.44290 -11.98285 -6.66688
140 H -5.17221 -10.41310 -6.23449

Atoms 1-3, force components in eV/Å:
-0.2 0.2 0.1
-0.2 -1.2 0.3
-0.3 -0.2 0.5

## Properties
E_tot (a.u.): -6043.93831
Highest occupied orbital energy (eV): -10.7
HOMO-LUMO gap (eV): 7.58
Total charge: +1

=====

What is the HOMO-LUMO gap in the first record?
1.89 eV